Record 1
C21H32ClN6O7 | the ωB97M-V functional and the def2-TZVPD basis

Last column: Mulliken charge in e.
Cartesian coordinates (Å):
Cl 6.36623 3.58743 0.33009  -0.197
O 2.77464 1.59860 4.54402  -0.427
O 5.29193 5.29711 2.46304  -0.382
O -5.20052 -1.46872 -3.62673  -0.673
O 1.90084 -0.53003 4.56610  -0.624
O 0.32486 -1.87569 -0.21286  -0.471
O -5.04778 0.68296 0.33110  -0.682
O 2.38911 -2.78993 0.04443  -0.739
N 1.51298 -4.77962 -1.83716  -0.234
N 3.42139 0.10212 2.97659  0.118
N -4.73346 -1.43058 -0.35416  -0.151
N -5.57166 0.49578 -2.58786  -0.101
N 0.49922 -5.32219 -3.74176  -0.344
N -0.18860 -3.45954 -2.59144  0.105
C 3.23691 -1.01786 2.05749  -1.256
C 4.63654 6.32632 3.21579  -0.289
C -1.19932 -2.99760 -3.56641  -1.023
C 4.01703 1.31529 2.66799  0.906
C -6.51971 1.05044 -3.55445  -0.935
C -3.02835 -2.22633 -1.95229  -0.963
C -3.99601 -1.08245 -1.58169  0.092
C 5.15510 7.67466 2.73083  -1.359
C 1.93962 -0.79126 1.26753  -0.328
C 0.59751 -4.51355 -2.72294  0.868
C 3.60094 2.20849 3.64442  0.193
C 2.65341 0.32310 4.11034  0.310
C 1.57721 -1.91974 0.31394  0.574
C 4.86842 1.74347 1.64754  -0.683
C -2.03952 -1.81671 -3.06003  -0.961
C -6.01425 -1.02609 1.67436  -1.236
C 4.00371 3.54269 3.61501  -0.561
C -4.97654 -0.69421 -2.70262  0.202
C 5.29006 3.07882 1.61152  0.037
C 4.85112 3.99888 2.58428  0.506
C -5.22327 -0.51917 0.49219  0.782
H -2.59579 -1.42566 -3.91189  0.551
H 1.11332 -0.67020 1.97298  0.510
H -3.39876 -0.19204 -1.37827  0.300
H 4.85290 6.21546 4.28363  0.308
H -0.19732 -5.13623 -4.44015  0.199
H 2.10747 -5.57939 -1.93489  0.200
H -2.45836 -2.50994 -1.06618  0.516
H -6.67360 2.11405 -3.36398  0.352
H -4.95674 -2.39915 -0.18118  0.272
H 3.18014 -1.95641 2.62230  0.328
H -1.87297 -3.81679 -3.82731  0.531
H -1.38116 -1.02649 -2.69656  0.295
H -3.60227 -3.09627 -2.27784  0.409
H 5.21719 1.05534 0.88504  0.416
H 1.10757 -6.11457 -3.82601  0.199
H -6.90811 -1.53911 1.32396  0.338
H 4.93436 7.80559 1.66726  0.323
H 6.23784 7.73892 2.87551  0.328
H 4.09272 -1.10034 1.37878  0.374
H -0.04801 -2.89961 -1.75945  0.165
H -6.13772 0.92268 -4.56950  0.298
H -7.47642 0.53060 -3.47653  0.304
H 3.55154 6.28047 3.07217  0.414
H -0.68487 -2.67671 -4.47480  0.480
H -6.30573 -0.17822 2.29352  0.326
H -5.40106 -1.70661 2.26097  0.351
H -0.13961 -1.12317 0.19279  0.297
H 1.70167 -4.12179 -1.08492  0.100
H -5.38939 1.01883 -1.73865  0.286
H 4.68013 8.48715 3.28843  0.395
H 3.64958 4.19943 4.40034  0.413
H 2.03165 0.13528 0.69419  0.349

The gap between HOMO and LUMO comes out at 0.281 hartree. The LUMO energy comes out at -2.49 eV. The charge is +1. For the total energy, the calculation gives -2134.74222 a.u.

Record 2
C2H9N5 | the ωB97M-V functional and the def2-TZVPD basis

Last column: Mulliken charge in e.
Cartesian coordinates (Å):
N -1.55721 1.39102 -1.15380  -0.285
N 0.40451 -0.45542 0.23029  -0.553
N 1.37159 0.11996 -0.27515  0.290
N -2.42999 -0.32506 0.33330  0.086
N -2.02806 -1.33022 1.12971  -0.323
C -1.58942 0.51332 -0.19948  0.538
C 2.72489 -0.21986 -0.04918  -0.687
H -1.06115 -1.40113 1.00857  0.296
H 2.82031 -1.25734 0.04114  0.320
H -2.54593 -1.61677 1.95066  0.306
H 1.35733 1.04390 -0.78573  0.354
H 3.52094 0.24947 -0.74798  0.322
H -3.47411 -0.06838 0.31216  0.346
H -1.27409 2.35677 -0.93970  0.330
H -2.38691 1.26800 -1.70401  0.302
H 3.04752 0.16134 0.93646  0.360

The gap between HOMO and LUMO (alpha / beta) comes out at 0.288 / 0.288 hartree. The LUMO energy (alpha / beta) comes out at -10.75 / -10.75 eV. The charge is +2. For the total energy, the calculation gives -354.50538 a.u. The energy above the lowest of the compared OMol25 structures with the same formula, charge and spin is 6.967 eV.